Molecular formula: C6H37NO13
Method: DFT, the ωB97M-V functional and the def2-TZVPD basis

Results
- Multiplicity: 2
- DFT total energy: -1283.288591 Ha
- Total charge: +1
- ΔE to the lowest compared entry with this formula, charge and spin: 94.19 kcal per mole
- E_HOMO (alpha / beta): -0.4709 / -0.4709 Ha

```
57
Properties=species:S:1:pos:R:3:forces:R:3
C -1.27874 0.30429 -0.70630 -0.5660 0.9411 0.1662
C -0.26233 0.52416 -1.82773 -0.0355 -0.0823 -0.3748
C -0.58180 -0.19019 0.53727 1.7827 0.4384 -1.3505
N -1.08513 -1.24445 1.38511 -2.7504 2.4983 1.6287
C -2.55056 -1.47145 1.21976 -0.3773 -1.0155 -1.1416
C -2.62942 -2.83233 0.54206 1.2665 -2.0129 -0.5985
C -0.68787 -1.17135 2.80275 0.8816 -1.6564 -1.0136
O 0.49631 0.28849 0.85940 -1.3274 -1.0541 0.3419
H -1.77071 1.25079 -0.43800 0.8589 0.3816 0.3583
H -2.22598 -0.14692 -0.99780 0.5918 -1.1612 -0.2319
H -0.60410 1.24795 -2.56400 -0.3804 -0.1893 0.1639
H -0.09430 -0.42912 -2.33441 0.2750 0.2114 -0.0124
H 0.67580 0.96765 -1.48678 -0.0887 -0.3828 0.2279
H -3.21531 -1.53602 2.08090 1.1114 0.1850 0.8194
H -2.97967 -0.63846 0.67827 0.2715 -0.1341 -0.4043
H -2.32408 -3.57892 1.29011 -0.5503 0.0733 0.0920
H -1.88390 -3.08674 -0.22950 0.1217 0.9573 -0.0865
H -3.52649 -3.19399 0.04363 -0.5703 0.6791 0.5257
H -1.06897 -2.12030 3.17215 -0.2496 0.3499 0.8055
H -1.08449 -0.25241 3.23612 -0.3425 -0.1288 0.0935
H 0.39458 -1.18241 2.90040 0.0524 0.2661 -0.0815
H -1.47697 1.00909 -4.45865 0.0496 -0.3369 -0.4965
H -0.89063 -0.07929 -5.42150 -0.2968 0.0114 -0.1600
O -0.67063 0.68422 -4.88450 -0.1256 0.3740 0.4494
H -0.59615 3.09507 0.99715 -0.6365 0.3463 0.1873
H 0.41584 2.12133 0.42124 0.0177 0.1544 -0.1658
O 0.15358 3.05002 0.41416 0.3634 -0.2305 -0.3877
H 1.66954 4.83965 0.44386 0.0700 -0.0267 0.0917
H 2.84202 3.85500 0.46386 -0.4257 1.1657 0.8671
O 2.44416 4.61194 0.97271 0.5284 -1.0726 -0.7811
H 0.32548 3.24628 2.65558 -0.4176 -0.0103 -0.0515
H -0.19028 3.46630 4.00627 -0.2746 0.2309 0.9620
O -0.49441 3.11788 3.17552 0.8117 -0.2721 -0.9415
H 1.94410 -3.75488 -3.07524 0.5704 0.0315 -0.2126
H 1.02380 -4.17979 -1.91509 -0.0245 0.6784 -1.9142
O 1.02494 -3.91655 -2.88974 -0.6008 -0.6493 1.5921
H 3.21176 0.69939 1.67464 -0.4883 0.5625 -0.0318
H 2.14187 1.91743 1.66795 0.6715 -0.4640 -0.0087
O 2.98181 1.58238 2.02241 -0.1203 0.2746 0.0827
H 2.07793 -3.29484 -0.03859 -0.9271 0.1687 -0.0535
H 0.46897 -3.15418 0.37778 0.8418 -0.1627 0.0974
O 1.12461 -3.45600 -0.26396 0.1534 0.0426 0.3594
H 4.12892 -2.61678 0.30076 0.1855 0.6233 0.0546
H 3.68898 -1.92433 -1.02557 -0.0040 1.1826 -0.1943
O 3.86568 -2.74991 -0.61071 -0.2643 -1.8202 0.2069
H 2.57764 -1.25628 2.12145 0.6012 0.0130 0.1129
H 4.08135 -1.25107 2.57629 -0.3317 0.0922 -0.0555
O 3.49001 -1.12151 1.81860 -0.1166 -0.3725 0.0109
H 1.36274 -0.46181 -4.64127 -0.0023 0.2839 0.0662
H 2.05839 0.93822 -4.46836 -0.2835 -1.7443 -1.1981
O 2.03312 0.10624 -5.03514 0.5754 1.3783 1.0885
H -3.74847 2.11299 -0.92158 -0.2038 0.0573 -0.0001
H -3.88360 3.56660 -1.37002 0.3622 -0.3046 -0.0628
O -3.25847 2.82153 -1.34853 -0.2347 0.2082 0.0940
H -1.79110 1.68595 1.94906 1.2205 0.7560 0.3745
H -3.22634 1.92708 2.29899 0.9723 -1.4291 -0.8483
O -2.62304 1.25437 1.84676 -2.1916 1.0958 0.9390
```
Positions in Å, forces in eV/Å.

Molecular formula: C6H38O12
Method: DFT, the ωB97M-V functional and the def2-TZVPD basis

Results
- DFT total energy: -1154.340707 Ha
- Total charge: 0
- ΔE to the lowest compared entry with this formula, charge and spin: 0.00 kcal per mole
- E_HOMO: -0.3879 Ha

```
56
Properties=species:S:1:pos:R:3:forces:R:3
C 1.70921 -0.64836 -1.52146 0.1743 -0.3215 -0.7691
C 0.57492 -0.66870 -0.51235 -0.4021 0.4500 0.0510
C 0.32990 -2.07929 0.07216 -0.1804 0.7590 -0.2695
C 1.19282 -2.29486 1.30534 0.4098 -1.1242 0.3971
C -1.16110 -2.28065 0.40201 0.0064 -0.8421 0.0092
C -1.49571 -3.76105 0.62326 -0.5506 -0.0503 -0.3131
H 2.61153 -1.12325 -1.13623 -0.1481 -0.3844 0.0027
H 1.42242 -1.14252 -2.48679 0.2209 0.3323 0.8148
H 2.06228 0.34867 -1.75214 -0.2881 0.4011 -0.1928
H -0.35284 -0.29316 -0.99557 0.4751 -0.1955 0.2047
H 0.79672 0.05446 0.29885 -0.1408 -0.3760 -0.2314
H 0.66677 -2.79883 -0.70698 -0.4107 0.1392 0.3346
H 2.25976 -2.07174 1.12366 -0.4414 -0.4261 -0.0374
H 1.06006 -3.33645 1.70064 0.4920 0.7434 -0.4531
H 0.92191 -1.66674 2.14308 -0.4035 0.4987 0.0913
H -1.41841 -1.72295 1.31963 0.0717 0.0560 -0.4078
H -1.81587 -1.94801 -0.41865 0.2819 0.2658 0.3329
H -0.90369 -4.20609 1.40962 0.0876 -0.1049 0.3375
H -2.56255 -3.90228 0.85942 0.3611 0.0809 0.0596
H -1.31147 -4.35176 -0.28243 0.0539 0.1721 0.0390
H -0.13926 3.26912 1.22049 0.1839 0.1387 -0.1201
H 1.41347 3.38602 0.93245 -0.6416 -0.0261 0.1854
O 0.70661 3.44940 1.65565 0.2664 -0.0921 -0.1061
H -4.81053 1.49388 0.79862 0.0654 -0.1070 0.0887
H -3.67437 1.08513 1.78577 -0.3232 0.3095 -0.3306
O -4.11867 1.84748 1.36962 -0.1735 -0.2138 0.3360
H -1.11338 -1.93079 -2.34441 0.0703 -0.0613 -0.1732
H -2.25495 -0.93672 -2.49686 -0.2343 0.1515 0.1515
O -1.64255 -1.48720 -3.01499 0.1400 -0.4704 -0.0712
H 1.58493 2.64637 -0.99019 0.1989 -0.2234 0.0641
H 2.75677 2.06775 -0.02263 -0.6854 0.7234 -0.5878
O 2.28820 2.88725 -0.36010 0.7604 -0.3818 0.4532
H -1.14955 0.13867 -3.87077 0.2934 0.0542 0.2378
H -0.57161 1.46049 -3.19811 -0.0495 -0.4262 -0.1226
O -1.23066 1.10329 -3.81901 -0.2222 0.3987 -0.4513
H 2.63557 0.52921 1.58727 -0.2308 0.3021 0.2830
H 3.49339 -0.19221 0.58573 0.2720 0.1574 -0.1706
O 3.28868 0.70315 0.89927 0.1397 -0.5515 0.1433
H -0.64595 0.91401 2.67534 -0.4231 -0.0458 0.0043
H -1.84748 1.71156 3.17696 -0.2107 0.3208 0.1824
O -1.61672 1.07048 2.50473 0.6201 -0.5126 0.0935
H -0.16055 3.35307 -2.29073 0.0155 -0.3264 0.2868
H -0.62834 2.37716 -1.14545 0.0191 0.1734 -0.2284
O 0.03670 2.50343 -1.86218 -0.0413 0.3963 -0.0581
H 0.99315 2.05763 2.48074 0.1019 0.4667 0.0998
H 1.40578 1.25188 3.79943 -0.1248 0.1381 -0.3201
O 1.02649 1.16571 2.91369 0.2296 -0.6250 0.2278
H -2.62521 0.95075 -2.59763 0.2304 0.2786 -0.4706
H -2.60572 0.98633 -1.06160 -0.3860 -0.4153 -0.7331
O -3.06487 0.56141 -1.83044 -0.1286 -0.0093 1.0270
H -1.68332 1.57366 0.92797 -0.2117 0.7347 -0.9310
H -2.69747 2.53721 0.24265 0.7526 -0.5209 -0.0651
O -1.83794 2.08153 0.06196 -0.0500 0.1422 1.0450
H 4.13863 -2.85824 -0.13680 0.0457 -0.2048 -0.1497
H 5.31958 -1.85922 -0.19369 0.1039 -0.1150 -0.0984
O 4.44450 -2.00515 0.17218 -0.0414 0.3687 0.2783
```
Positions in Å, forces in eV/Å.

Molecular formula: C6H39N2O11
Method: DFT, the ωB97M-V functional and the def2-TZVPD basis

Results
- DFT total energy: -1188.802095 Ha
- Total charge: +1
- ΔE to the lowest compared entry with this formula, charge and spin: 145.12 kcal per mole
- E_HOMO: -0.4210 Ha

```
58
Properties=species:S:1:pos:R:3:forces:R:3
C -0.53598 -1.06379 -2.34289 -0.1193 -0.4991 0.4626
N -1.49186 -0.10681 -1.77492 -1.5771 -2.9016 -2.4956
C -2.83470 -0.39928 -1.34361 -2.1868 -0.9247 -0.8557
C -2.98470 -0.98155 0.09012 -1.0983 -4.1984 0.2771
C 0.72612 -1.52910 -1.44803 -1.3755 -0.2361 -0.2195
N 1.51117 -0.37746 -0.98048 -1.6069 4.0121 -0.7244
C 2.77239 -2.98703 -1.63666 -1.3034 -0.2885 0.1609
C 1.62570 -2.26108 -2.42632 0.4409 -2.2176 0.2693
H -1.03789 -2.01063 -2.70286 0.3005 1.0741 0.6243
H -0.12289 -0.58891 -3.26787 0.0932 -0.4029 0.6362
H -1.10140 0.49178 -1.18035 2.2787 2.9054 2.2234
H -3.57023 0.43475 -1.52092 1.0992 0.1307 0.4775
H -3.32979 -1.06734 -2.13829 1.0444 0.1720 1.3834
H -3.96417 -1.72970 0.16429 2.1402 2.1737 -0.2693
H -2.93350 -0.40430 1.04084 -0.3240 0.0771 -1.3391
H -2.15186 -1.78155 0.16675 -1.3819 1.6556 -0.1987
H 0.47960 -2.04117 -0.40803 0.0676 0.1512 -2.8295
H 1.06762 0.56678 -1.37242 0.9652 -1.6101 0.2357
H 1.30390 -0.14749 -0.00859 1.3389 -0.1902 0.4626
H 2.51798 -0.22853 -1.27422 -1.3373 -0.5011 0.5354
H 3.64594 -2.81202 -2.20579 1.4495 0.0040 0.0089
H 2.58551 -4.06350 -1.65203 0.1021 0.0900 -0.0647
H 2.85226 -2.75778 -0.54811 0.1339 0.3753 -0.9168
H 2.06452 -1.62099 -3.24240 -0.7030 -0.2285 1.0774
H 1.08401 -3.09218 -2.95867 0.1637 1.0534 0.4697
H 3.97451 0.51719 -3.15703 0.6047 0.1013 -1.0797
H 4.21042 -0.51489 -1.96769 -0.0570 1.0746 -0.9141
O 3.68943 0.25778 -2.29966 0.3839 -1.1614 1.7635
H -2.47712 2.31332 -2.31599 -1.2503 -0.8289 0.1715
H -2.08717 2.02721 -3.89061 -0.6361 -0.1701 0.9507
O -1.91167 2.46590 -3.04685 2.0370 1.3877 -1.2316
H -0.53619 0.26153 0.77193 -0.0287 -0.0308 0.0745
H -1.50634 1.33130 0.28511 -0.8144 1.2019 -1.9925
O -1.18950 0.91026 1.03817 1.0764 -0.2434 2.5322
H 1.77824 0.63132 2.11706 -2.5232 -1.4617 3.7334
H 2.58609 1.84113 1.66428 -1.2088 -2.4342 -1.3591
O 2.22031 0.86171 1.37684 3.7692 3.7523 -3.1387
H -1.55194 0.86919 4.59969 -1.4501 -1.6646 0.8448
H -2.14893 2.25372 4.15180 -0.1007 -0.5515 0.1873
O -1.36195 1.75750 4.40373 1.0674 2.1662 -0.6382
H -0.85222 3.86508 2.02865 -2.3027 0.7463 1.1872
H -0.01322 2.64525 1.59479 -0.2949 3.0049 -0.0784
O -0.05741 3.69866 1.59997 1.6528 -3.8771 -1.2392
H 1.31142 2.72480 -1.25733 2.8857 2.2200 0.6781
H 0.05928 2.65644 -2.13414 -0.9590 0.7732 -1.2712
O 0.56920 2.25076 -1.46003 -2.0972 -3.0784 0.5126
H -1.36743 -1.01727 3.93179 2.1016 0.1083 -2.3438
H -2.33164 -2.14933 4.38093 0.2828 0.3386 -0.0991
O -2.00313 -1.25604 4.54379 -2.2040 -0.4690 2.2283
H -0.33798 0.87525 3.31126 0.8377 -0.4737 -0.9339
H 0.75429 0.01481 3.88583 -0.0445 -0.1768 -0.8658
O 0.33092 0.17950 3.01104 -0.8240 0.3148 2.3646
H -1.37743 -3.02627 1.31350 -0.6555 0.0663 1.2953
H -1.73310 -4.16869 0.26798 0.7314 1.1733 0.7209
O -1.13691 -3.40781 0.49261 0.2869 -1.9009 -1.7669
H 2.27027 3.71113 2.69000 0.1900 -0.2391 -1.3532
H 1.62992 3.74487 1.29079 -0.1264 0.1800 0.2290
O 2.41924 3.43355 1.74925 1.0656 0.4764 1.4404
```
Positions in Å, forces in eV/Å.